No. 1
77
Properties=species:S:1:pos:R:3 method="wB97M-V/def2-TZVPD" gap_ev="6.034 / 2.686" lumo_energy_ev="-14.700 / -18.048" charge=+5 e_homo_ev="-20.734 / -20.734" s_squared=0.766 spin_multiplicity=2
Ca 10.3075 -19.8405 -8.3482
Ca 7.5457 -16.8984 -5.2810
C 11.4479 -13.0581 -12.3286
C 11.9007 -11.8255 -11.5394
N 12.4024 -12.3109 -10.2082
C 13.4122 -11.6891 -9.4707
C 13.3821 -12.3180 -8.1866
N 12.4412 -13.3411 -8.1902
C 11.7665 -13.2309 -9.4019
C 12.0575 -14.1060 -7.0383
H 10.6297 -13.6001 -11.8544
H 12.1379 -13.8398 -12.6465
H 11.0453 -12.5463 -13.2026
H 11.2310 -10.9654 -11.5390
H 12.8120 -11.5538 -12.0721
H 14.0381 -10.8691 -9.7906
H 13.9452 -12.1640 -7.2779
H 10.8124 -13.6866 -9.6220
H 12.6503 -15.0206 -7.0521
H 10.9825 -14.2858 -7.0324
H 12.2870 -13.5087 -6.1559
C 11.0415 -16.9570 -13.8666
C 9.9381 -17.9714 -13.7352
N 8.9113 -17.5193 -12.8612
C 9.1539 -17.0905 -11.6176
C 7.9472 -16.8233 -11.0350
N 6.9201 -17.0953 -11.9292
C 7.4846 -17.6129 -13.0747
C 5.4865 -16.8758 -11.7140
H 11.6498 -16.9577 -12.9621
H 10.5389 -15.9923 -13.9357
H 11.6644 -17.2386 -14.7157
H 10.2940 -18.9539 -13.4255
H 9.5008 -18.1265 -14.7215
H 10.1439 -16.9868 -11.1986
H 7.8788 -16.5246 -9.9993
H 6.9277 -17.9549 -13.9345
H 5.2311 -16.3527 -12.6356
H 5.3560 -16.3056 -10.7943
H 5.0711 -17.8834 -11.6970
C 18.0699 -21.8291 -5.9761
C 16.7554 -21.6422 -6.7494
N 15.6191 -20.9279 -6.0972
C 14.6165 -21.5067 -5.2935
C 13.6611 -20.5190 -5.0281
N 14.1219 -19.3465 -5.5903
C 15.3104 -19.6166 -6.2629
C 13.5027 -18.0594 -5.4735
H 17.8415 -22.2727 -5.0070
H 18.4000 -20.7956 -5.8709
H 18.6581 -22.3948 -6.6986
H 16.3264 -22.5801 -7.1020
H 16.9512 -21.1175 -7.6845
H 14.6831 -22.5593 -5.0609
H 12.6719 -20.6433 -4.6128
H 15.8358 -18.8747 -6.8460
H 14.0859 -17.3401 -6.0484
H 13.4625 -17.7953 -4.4167
H 12.5047 -18.1217 -5.9074
B 6.0484 -14.5600 -5.5803
F 7.3294 -14.5319 -5.1761
F 5.2561 -14.0479 -4.5845
F 5.9349 -13.7081 -6.7480
F 5.7262 -15.7883 -6.0061
B 9.7377 -16.6284 -7.8192
F 8.6676 -16.2134 -7.0739
F 10.0095 -15.7885 -8.8523
F 10.8217 -16.8859 -7.0575
F 9.3381 -17.8332 -8.3878
C 5.3545 -20.5613 -7.3000
F 5.4059 -21.6319 -8.1259
F 4.1704 -19.9215 -7.4103
F 5.6008 -20.9724 -6.0614
S 6.7835 -19.3393 -7.8597
O 6.2507 -18.6363 -9.0329
O 6.8280 -18.4431 -6.6921
O 8.0573 -20.0821 -8.0355

=====

No. 2
66
Properties=species:S:1:pos:R:3 method="wB97M-V/def2-TZVPD" gap_ev=8.768 lumo_energy_ev=-0.346 charge=0 e_homo_ev=-9.114
N -2.7159 0.2698 1.6770
C -2.4649 1.5268 0.9604
N -0.9750 1.7827 1.0087
N -3.0848 2.6666 1.6541
C -2.9479 1.4512 -0.5149
C -1.8868 0.7119 -1.3127
C -2.0184 -0.5918 -1.5167
C -0.8734 -1.2500 -2.2811
O -1.0156 -2.1297 -3.0721
C 0.5128 -0.7084 -1.9120
C 1.6342 -1.7272 -1.7753
C 1.1869 -2.9028 -0.8293
C 2.1467 -3.0570 0.3894
S 2.0125 -1.6068 1.4891
C 0.6402 0.5955 -1.7312
C -0.6429 1.4097 -1.8799
O -0.6818 2.4894 -2.3589
H -2.3330 0.3695 2.6170
H -2.1724 -0.4847 1.2594
H -0.4884 0.8930 1.0677
H -0.7448 2.3795 1.7948
H -2.7272 2.6914 2.6119
H -2.6486 3.4858 1.2235
H -3.8591 0.8277 -0.4928
H -3.2214 2.4362 -0.9176
H -2.8589 -1.1837 -1.1431
H 2.5049 -1.2223 -1.3284
H 1.8662 -2.1507 -2.7664
H 1.1322 -3.8547 -1.3876
H 0.1765 -2.7415 -0.4112
H 3.1837 -3.2484 0.0699
H 1.8307 -3.9750 0.9190
H 0.6960 -1.4460 1.7991
H 1.6039 1.0475 -1.4820
Br 5.6774 -0.2803 1.0613
C 6.1123 1.1313 2.3261
C 4.8719 1.6503 3.0054
Br 3.8541 2.8242 1.8313
H 6.6530 1.8958 1.7753
H 6.7806 0.6713 3.0523
H 5.1353 2.2646 3.8650
H 4.1967 0.8597 3.3214
Br -5.8228 -0.9550 4.9274
C -5.6134 -1.9995 3.2985
C -4.5496 -3.0538 3.4552
Br -2.7708 -2.2735 3.3452
H -5.4017 -1.2969 2.4963
H -6.5851 -2.4606 3.1284
H -4.5975 -3.7717 2.6380
H -4.6062 -3.5834 4.4018
Br -2.9019 -6.2995 -6.9573
C -2.8575 -5.2223 -5.3339
C -1.7044 -4.2546 -5.3416
Br -0.0218 -5.1502 -4.9451
H -2.8272 -5.9141 -4.4969
H -3.8048 -4.6856 -5.3238
H -1.8217 -3.5134 -4.5558
H -1.5767 -3.7506 -6.2955
Br 5.6726 5.9237 -0.9257
C 4.7270 7.2321 0.1631
C 3.6988 6.5733 1.0442
Br 2.1102 6.0742 0.0336
H 4.3001 7.9624 -0.5182
H 5.4971 7.7097 0.7669
H 3.3450 7.2682 1.8043
H 4.0646 5.6706 1.5248

=====

No. 3
64
Properties=species:S:1:pos:R:3 method="wB97M-V/def2-TZVPD" gap_ev=6.421 lumo_energy_ev=-3.499 charge=+1 e_homo_ev=-9.920
C -2.2397 1.9665 -1.0294
C -2.7201 1.9755 0.4753
C -3.4810 3.2641 0.9326
C -3.9125 3.3405 2.4647
C -3.6313 2.1838 3.4091
C -2.8867 0.9609 2.8814
C -2.4288 0.8439 1.4692
C -1.6394 -0.2957 0.8824
C -1.0087 -1.2367 1.9187
C -0.5965 -2.4649 1.0406
N 0.5881 -1.9004 0.3785
C 1.1799 -1.0998 1.2297
N 2.3775 -0.6342 1.0814
N 0.3376 -0.8780 2.3476
P 1.1217 -1.8798 3.5952
C -0.0603 -3.0522 4.3904
C 1.7957 -0.8462 4.9708
H -3.0157 2.3855 -1.6704
H -1.9857 0.9710 -1.3920
H -1.3531 2.5965 -1.0774
H -3.6902 4.1442 0.2309
H -4.4286 4.3255 2.7631
H -3.9401 2.2507 4.4365
H -2.6623 0.1718 3.5772
H -0.8251 0.1673 0.3274
H -2.2131 -0.8493 0.1449
H -1.6339 -1.4543 2.7752
H -1.3928 -2.8086 0.3907
H -0.1962 -3.3308 1.5676
H 0.3859 -1.3947 -0.6798
H 2.7449 0.1440 1.5938
H 2.9457 -1.0520 0.3646
H -0.3461 -3.8797 3.7524
H -0.9300 -2.5538 4.8282
H 0.4857 -3.4875 5.2300
H 2.3533 -1.5269 5.6129
H 2.4562 -0.0695 4.6022
H 0.9888 -0.4304 5.5810
C 1.3240 4.4432 -6.0185
C 0.7504 3.6701 -4.8709
C 1.7687 2.8798 -4.0912
O 0.9832 1.7982 -3.5732
C -0.0519 1.6028 -4.4365
O -0.7737 0.6717 -4.4149
O -0.1369 2.6289 -5.3265
H 2.1177 5.1226 -5.6788
H 1.7272 3.7679 -6.7858
H 0.5411 5.0381 -6.4994
H 0.1829 4.3395 -4.2221
H 2.2132 3.4557 -3.2834
H 2.5647 2.4641 -4.7153
C 1.9098 -6.2701 0.2371
C 3.1751 -5.4692 0.4834
O 3.1723 -4.2687 -0.2848
H 1.8158 -6.5180 -0.8200
H 1.9119 -7.1948 0.8166
H 1.0250 -5.6880 0.5106
H 4.0533 -6.0422 0.1910
H 3.2693 -5.2112 1.5445
H 2.4028 -3.7581 -0.0193
F 1.5669 6.8122 -5.3049
Na 2.0150 5.9140 -7.9084
Br -0.6593 -0.8469 -1.9918
Cs -5.4116 2.0922 1.0654

=====

No. 4
61
Properties=species:S:1:pos:R:3 method="wB97M-V/def2-TZVPD" gap_ev=7.847 lumo_energy_ev=0.139 charge=0 e_homo_ev=-7.708
O 0.7420 0.5604 -1.7943
C 1.0278 -0.6818 -1.6554
C 0.1974 -1.6645 -2.4694
C -1.1797 -1.8137 -2.2708
H -1.6502 -1.4137 -1.3841
C -1.9077 -2.4953 -3.2649
H -2.9959 -2.5507 -3.1752
C -1.2393 -3.0814 -4.3409
H -1.7967 -3.5800 -5.1345
C 0.1575 -2.9667 -4.4588
H 0.7002 -3.4215 -5.3014
C 0.8756 -2.2756 -3.4941
H 1.9763 -2.1877 -3.5478
H 2.1314 -1.0081 -1.6762
C 2.6533 -1.6121 0.6073
C 1.2009 -1.7194 0.2566
H 3.1862 -2.4007 0.0547
H 2.9152 -1.7400 1.6877
H 3.0273 -0.6453 0.3003
C 0.5887 -2.9640 0.2375
C 1.1199 -4.1998 0.8636
H -0.3578 -3.0674 -0.2847
H 1.5353 -4.9300 0.1260
H 0.3555 -4.7401 1.4468
H 1.9312 -3.9900 1.5806
In 0.0172 -0.8917 1.9722
Cl -2.2014 -1.1998 1.1114
Cl 0.5425 -2.2308 3.8530
H -2.6672 2.1506 -3.4462
H -4.1535 2.5594 -1.1542
C -2.2809 1.2971 -2.8533
C -3.5735 1.6942 -0.7727
N -2.2775 1.6169 -1.4317
H -1.2551 1.0611 -3.1677
C -1.1746 2.1562 -0.8616
O -1.0118 2.3104 0.3715
H -3.4152 1.7897 0.3029
H -0.4173 2.4775 -1.6075
H -2.9354 0.4222 -3.0324
H -4.1419 0.7737 -0.9986
H 3.3928 3.3776 3.1746
H 3.1726 4.5542 0.8283
C 3.5558 2.4601 2.6004
C 3.2804 3.5504 0.3860
N 2.8423 2.5371 1.3284
H 3.2102 1.6045 3.1822
C 1.8465 1.7034 1.0082
O 1.4399 0.8612 1.8673
H 2.6846 3.4985 -0.5333
H 1.3730 1.7729 0.0024
H 4.6270 2.3719 2.4146
H 4.3426 3.4118 0.1327
C -2.8034 1.4266 4.4353
C -2.2311 1.4596 3.0379
O -0.8808 0.9527 3.0950
H -2.8987 0.3905 4.7799
H -3.8002 1.8846 4.4897
H -2.1362 1.9785 5.1155
H -2.7743 0.7902 2.3454
H -2.1622 2.4415 2.5742
H -0.3295 1.5744 2.5414